114
Properties=species:S:1:pos:R:3:mulliken_charge:R:1 method="wB97M-V/def2-TZVPD" e_homo_ev=-3.02 charge=-2 energy_ev=-237448.531 gap_ev=6.425 de_lowest_ev=0.7811
La -0.953 1.622 -0.539 2.698
Br 2.056 -0.265 9.681 -0.247
C 1.443 1.279 8.748 0.001
C 1.945 2.521 9.092 -0.456
C 1.479 3.644 8.431 -0.453
C 0.532 3.539 7.406 0.074
C 0.061 2.260 7.066 0.184
C 0.500 1.140 7.743 -0.332
N -0.089 4.710 6.958 -0.801
N -0.528 4.920 5.799 -0.369
C -0.154 4.225 4.671 -0.171
C 1.063 3.552 4.509 -0.100
C 1.428 2.974 3.316 -0.669
C 0.546 2.911 2.209 -0.269
O 0.786 2.242 1.161 -0.267
C -0.704 3.656 2.338 -0.030
N -1.514 3.645 1.257 -0.181
C -2.645 4.310 1.315 -0.269
C -3.041 5.029 2.451 -1.020
C -2.240 5.030 3.563 -0.656
C -1.020 4.328 3.534 1.368
H 2.686 2.611 9.875 0.392
H 1.849 4.626 8.698 0.366
H -0.670 2.146 6.276 0.367
H 0.126 0.167 7.470 0.444
H 1.757 3.536 5.341 0.355
H 2.403 2.515 3.204 0.358
H -3.274 4.274 0.433 0.459
H -3.979 5.566 2.439 0.389
H -2.516 5.560 4.465 0.459
C -0.618 -6.473 -4.222 -0.778
O 0.575 -6.971 -3.663 -0.488
C 1.575 -6.064 -3.426 1.108
C 2.621 -6.504 -2.620 -0.702
C 3.692 -5.681 -2.356 -0.102
C 3.738 -4.370 -2.851 -0.568
C 2.675 -3.936 -3.642 -0.265
C 1.616 -4.781 -3.951 -0.387
N 4.937 -3.657 -2.736 -0.694
N 5.064 -2.428 -2.514 -0.488
C 4.107 -1.564 -2.017 0.307
C 4.289 -0.230 -2.404 -0.159
C 3.360 0.757 -2.162 -0.549
C 2.176 0.488 -1.435 0.350
O 1.215 1.302 -1.359 -0.066
C 2.118 -0.815 -0.774 -1.418
N 1.161 -0.939 0.168 0.673
C 1.068 -2.070 0.828 -0.178
C 1.947 -3.142 0.615 -1.829
C 2.939 -3.025 -0.326 -0.942
C 3.043 -1.845 -1.090 1.468
H -1.296 -7.322 -4.286 0.327
H -0.467 -6.066 -5.227 0.310
H -1.066 -5.703 -3.585 0.276
H 2.572 -7.509 -2.218 0.430
H 4.518 -6.032 -1.748 0.433
H 2.690 -2.932 -4.047 0.396
H 0.828 -4.416 -4.598 0.275
H 5.172 -0.016 -2.995 0.433
H 3.501 1.763 -2.536 0.514
H 0.280 -2.143 1.569 0.711
H 1.865 -4.036 1.218 0.482
H 3.659 -3.820 -0.457 0.654
O -3.867 3.603 -5.413 -0.737
S -2.489 4.042 -5.343 1.266
O -2.156 5.120 -6.247 -0.750
N -2.022 4.348 -3.832 -0.644
C -1.115 3.490 -3.385 0.163
O -0.645 3.462 -2.221 -0.634
C -0.655 2.522 -4.465 0.466
C 0.368 1.592 -4.407 -0.402
C 0.573 0.759 -5.500 -0.189
C -0.218 0.864 -6.639 -0.672
C -1.209 1.837 -6.719 -0.732
C -1.398 2.652 -5.624 0.105
H 0.988 1.540 -3.527 0.536
H 1.355 0.010 -5.459 0.457
H -0.045 0.203 -7.480 0.394
H -1.804 1.964 -7.615 0.421
O -1.566 -0.565 -0.043 -0.555
Se -3.150 -0.164 0.225 0.877
O -4.076 -0.615 -1.013 -0.723
O -3.074 1.472 0.424 -0.627
O -3.652 -0.846 1.598 -0.860
N -1.140 0.430 2.701 0.454
C -0.470 -0.376 3.595 -0.176
C 0.931 -0.395 3.645 0.724
C 1.591 -1.181 4.572 -0.949
C 0.884 -1.981 5.462 -0.686
C -0.504 -1.970 5.415 -0.697
C -1.179 -1.173 4.506 -0.169
H -0.602 0.647 1.866 -0.830
H -2.090 0.138 2.493 0.082
H 1.489 0.200 2.932 0.408
H 2.675 -1.180 4.593 0.461
H 1.402 -2.603 6.182 0.427
H -1.071 -2.592 6.100 0.355
H -2.262 -1.170 4.459 0.477
C -4.688 0.657 -3.856 -0.915
N -3.456 -0.105 -3.700 0.627
C -3.354 -1.386 -4.077 -0.529
C -2.271 -2.136 -3.764 -1.018
C -1.252 -1.505 -3.000 0.425
N -1.338 -0.238 -2.651 0.831
C -2.471 0.448 -2.883 -0.497
O -2.643 1.575 -2.408 -0.891
N -0.132 -2.161 -2.647 0.299
H -5.367 0.098 -4.499 0.434
H -4.477 1.631 -4.286 0.158
H -5.128 0.792 -2.868 0.257
H -4.190 -1.791 -4.631 0.415
H -2.211 -3.178 -4.043 0.480
H -0.117 -3.164 -2.664 0.363
H 0.406 -1.713 -1.922 -0.636